Density functional theory data (the ωB97M-V functional and the def2-TZVPD basis) for an isolated molecule of C3H10N4.

The energy comes out at -9229.772 eV. Its energy relative to the best compared isomer or geometry (same formula, charge and spin) is 87.9 kcal per mole. As for the spin multiplicity: 1. Its max |F| is 0.908 eV/A. The calculation puts the gap between HOMO and LUMO (alpha / beta) at 8.4772 / 8.2945 eV.

Atoms and positions in Å:
C 0.29 -1.16 -0.37
C 1.22 -0.43 0.63
C -1.15 -0.73 -0.12
N 1.12 0.98 0.53
N -1.30 0.64 -0.47
N 1.82 1.51 -0.49
N -2.18 1.32 0.28
H 0.56 -0.86 -1.39
H 0.40 -2.24 -0.28
H 0.93 -0.71 1.65
H 2.25 -0.79 0.45
H -1.81 -1.34 -0.76
H -1.43 -0.92 0.93
H 1.50 2.44 -0.71
H 2.00 0.93 -1.31
H -2.30 1.03 1.26
H -2.09 2.32 0.15